# 1
Here is C3H8N4O as an isolated structure from the OMol25 dataset. Energies are from the ωB97M-V functional and the def2-TZVPD basis.

Geometry as XYZ:
```
16
Properties=species:S:1:pos:R:3:forces:R:3:nbo_charge:R:1
C -1.897 -0.536 -0.231 -3.2 -2.1 -1.5 -0.36
C -1.051 0.649 -0.052 3.3 -1.8 -2.0 0.63
C 2.609 0.689 -0.077 -3.1 0.0 1.6 0.20
H -3.137 0.436 1.336 -0.7 -1.9 -4.6 0.41
H -4.103 0.083 -0.837 3.0 -0.3 4.8 0.35
H -2.009 -1.124 -1.291 0.1 2.6 1.6 0.23
H -1.524 -1.463 0.152 0.8 -0.2 1.6 0.21
H 0.598 -0.592 -0.318 -0.5 -2.7 -0.3 0.35
H 3.344 1.472 -0.090 0.0 0.5 0.0 0.18
H 4.198 -0.338 0.572 -1.8 -1.0 -0.7 0.40
H 2.701 -1.646 0.495 2.3 5.2 -1.5 0.40
N -3.229 -0.266 0.360 -2.2 1.2 -1.1 -0.85
N 0.277 0.303 -0.156 1.6 0.1 0.9 -0.45
N 1.358 1.102 -0.021 2.6 1.5 -1.2 -0.29
N 3.262 -0.531 0.112 -0.8 -4.0 1.4 -0.87
O -1.397 1.762 0.047 -1.5 2.9 0.8 -0.55
```
Positions in Å, forces in eV/Å.

The maximum force comes out at 0.11371 hartree/bohr. Its frontier orbital gap is 8.37 eV. Its calculated total energy is -413.1325 Ha. Its relative energy (zero: lowest compared OMol25 entry of this formula, charge and spin) is 744.4 kJ/mol. As for the HOMO energy: -8.2 eV.

=====

# 2
Here is H34O17Tl as an isolated structure from the OMol25 dataset. Energies are from the ωB97M-V functional and the def2-TZVPD basis.

Geometry as XYZ:
```
52
Properties=species:S:1:pos:R:3:forces:R:3:nbo_charge:R:1
Tl 0.231 0.484 0.568 -0.1 -0.8 -0.1 1.86
O -1.626 -1.048 -1.107 0.4 1.8 0.8 -0.84
H -1.233 -1.310 -1.939 0.8 -0.3 -0.9 0.51
H -2.364 -1.646 -0.991 -0.8 -0.5 1.1 0.53
O -0.610 4.707 -1.661 -0.3 0.0 0.0 -0.98
H -0.133 5.216 -2.316 0.2 0.2 -0.4 0.52
H -1.374 5.244 -1.449 -0.3 0.5 0.1 0.51
O -2.666 0.551 1.397 0.8 0.0 -0.3 -0.92
H -3.106 1.401 1.369 -0.1 0.5 -0.2 0.50
H -3.263 -0.013 1.888 0.0 -0.3 0.2 0.49
O -0.618 -1.721 -3.485 0.4 0.0 0.2 -0.98
H -0.701 -1.087 -4.197 -0.2 0.3 -0.3 0.51
H -0.434 -2.552 -3.924 -0.1 -0.5 -0.2 0.51
O 2.284 1.658 2.385 -0.7 -0.1 -1.0 -0.91
H 2.955 1.392 3.015 0.3 -0.6 0.2 0.51
H 1.996 2.518 2.691 -0.3 0.5 0.1 0.50
O -4.259 -2.024 0.145 0.6 0.1 -0.2 -0.94
H -5.060 -1.530 -0.033 -0.4 0.0 -0.2 0.49
H -4.093 -1.882 1.077 -0.1 -0.3 0.2 0.46
O -0.692 -4.183 -0.223 0.3 0.2 0.0 -0.97
H 0.091 -4.733 -0.254 0.2 -0.4 0.0 0.49
H -1.307 -4.609 -0.820 -0.4 -0.2 0.0 0.51
O 2.874 0.695 -0.666 -0.7 0.1 0.3 -0.92
H 3.676 1.126 -0.371 0.2 0.3 0.5 0.51
H 3.145 0.174 -1.421 -0.3 -0.3 -0.4 0.50
O -1.785 2.280 -0.942 0.1 -0.6 0.7 -0.94
H -2.657 2.091 -1.289 -0.3 -0.5 -0.1 0.50
H -1.604 3.176 -1.224 0.5 0.3 -0.3 0.50
O -0.635 -2.172 1.594 -0.2 1.2 0.1 -0.93
H -1.001 -2.451 2.433 0.1 0.0 0.3 0.48
H -0.490 -2.986 1.112 0.0 -0.6 -1.0 0.52
O -0.857 2.928 2.173 0.3 -0.7 -0.4 -0.94
H -1.664 2.755 2.659 -0.2 -0.2 0.3 0.49
H -0.704 3.865 2.288 0.3 0.4 -0.1 0.50
O 3.820 -2.526 -0.128 -0.1 -0.2 -0.3 -0.96
H 4.211 -1.998 -0.824 0.3 0.2 -0.1 0.50
H 4.013 -3.430 -0.377 0.4 -0.5 0.1 0.51
O -0.370 -0.146 3.445 0.1 0.5 -0.7 -0.93
H -1.075 -0.747 3.686 -0.3 -0.1 0.0 0.49
H 0.169 -0.078 4.233 0.4 0.2 0.3 0.51
O 2.334 -1.487 1.716 -0.8 1.1 0.5 -0.93
H 3.050 -1.896 1.231 0.5 -0.2 -0.8 0.51
H 2.268 -1.998 2.523 -0.4 -0.1 0.4 0.49
O 0.517 1.171 -2.559 -0.1 -0.4 0.5 -0.94
H 0.477 2.034 -2.972 -0.1 0.4 0.0 0.49
H 0.831 0.588 -3.251 0.2 -0.3 -0.1 0.49
O 1.051 3.359 -0.201 0.5 -1.4 1.4 -0.89
H 0.398 3.950 -0.577 -0.9 0.5 -0.5 0.50
H 1.868 3.595 -0.641 0.5 -0.2 -0.1 0.50
O 1.257 -1.905 -1.086 -0.3 0.7 0.0 -0.95
H 0.974 -2.250 -1.933 -0.4 0.2 -0.4 0.49
H 1.889 -2.549 -0.764 0.5 0.0 0.5 0.50
```
Positions in Å, forces in eV/Å.

The maximum force comes out at 0.03988 hartree/bohr. Its frontier orbital gap is 4.01 eV. The net charge is +3. Its calculated total energy is -1470.7990 Ha. Its relative energy (zero: lowest compared OMol25 entry of this formula, charge and spin) is 0.0 kJ/mol. As for the HOMO energy: -19.2 eV.

=====

Among the records above, which one has the lowest maximum force?
H34O17Tl

=====

The highest maximum force belongs to which entry?
C3H8N4O

=====

Which formula does entry 1 have?
C3H8N4O

=====

What is the frontier orbital gap in the second record?
4.01 eV